No. 1
# C19H41BN6PbSi4Te

A structure of composition C19H41BN6PbSi4Te (ωB97M-V with the def2-TZVPD basis set, OMol25).

* calculated total energy: -2720.30848 a.u.
* HOMO-LUMO gap (spin up / spin down): 2.8 / 2.6 eV
* charge: +2
* HOMO level (spin up / spin down): -12.9 / -13.0 eV

Geometry (Å):
C -2.660 1.508 0.017
N -1.460 1.080 -0.449
N -1.334 1.542 -1.748
C -2.431 2.262 -2.072
C -3.297 2.263 -0.974
B -0.084 1.230 -2.637
N 1.244 1.555 -1.890
N 1.511 1.080 -0.614
C 2.742 1.535 -0.280
C 3.254 2.323 -1.322
C 2.276 2.313 -2.316
Pb 0.009 0.495 1.470
N -0.100 -0.290 -3.004
N -0.033 -1.188 -1.964
C -0.118 -2.407 -2.491
C -0.201 -2.326 -3.896
C -0.185 -0.951 -4.179
H -0.130 -3.273 -1.853
H -0.228 -0.401 -5.109
H -0.268 -3.137 -4.590
H -0.137 1.886 -3.647
H 2.237 2.812 -3.276
H -2.515 2.736 -3.047
H 4.200 2.835 -1.325
H -4.257 2.747 -0.893
H 3.212 1.307 0.671
H -3.011 1.288 1.022
H 2.248 -0.781 1.477
C 2.479 -0.450 2.497
H 3.523 -0.099 2.483
H 1.843 0.375 2.868
H 2.383 -1.324 3.151
C 1.688 -4.138 4.862
Si 0.353 -2.999 5.533
C -0.481 -3.805 7.023
C 1.101 -1.357 6.083
Si -1.230 -2.601 3.842
Te -0.610 -2.488 1.426
Si -2.805 -4.364 3.961
C -3.792 -4.300 5.573
C -3.972 -4.237 2.489
C -1.853 -5.986 3.823
Si -2.340 -0.636 4.461
C -2.806 -0.802 6.282
C -1.365 0.991 4.387
C -3.850 -0.549 3.337
H 2.425 -4.330 5.657
H 2.212 -3.686 4.009
H 1.279 -5.104 4.535
H 0.301 -3.965 7.781
H -1.259 -3.175 7.473
H -0.924 -4.782 6.790
H 1.722 -0.901 5.302
H 0.350 -0.621 6.400
H 1.750 -1.564 6.947
H -4.366 -3.368 5.672
H -4.513 -5.133 5.563
H -3.160 -4.414 6.465
H -3.407 -4.189 1.549
H -4.604 -5.138 2.470
H -4.628 -3.360 2.539
H -1.314 -6.035 2.867
H -1.128 -6.130 4.635
H -2.572 -6.819 3.852
H -1.928 -0.900 6.935
H -3.314 0.140 6.541
H -3.489 -1.634 6.487
H -1.479 1.496 3.407
H -1.801 1.678 5.136
H -0.299 0.850 4.628
H -3.595 -0.624 2.269
H -4.573 -1.345 3.564
H -4.337 0.422 3.512

Forces on the atoms, in the same order (eV/Å):
0.4 0.5 -1.4
-0.4 0.2 0.3
-0.1 0.0 1.4
0.3 -0.5 0.8
0.0 -0.1 0.1
0.1 -0.8 -0.6
-0.1 0.0 1.4
0.4 0.2 0.4
-0.5 0.5 -1.1
-0.2 -0.2 0.2
-0.1 -0.4 0.9
-0.5 1.4 -3.7
0.2 -0.5 1.1
-0.3 0.3 0.2
0.0 1.0 -1.0
0.0 0.8 0.2
0.0 -0.7 0.6
0.1 -0.1 0.0
0.0 -0.2 0.1
0.0 -0.1 -0.2
0.0 0.0 0.2
0.0 -0.2 0.1
0.0 -0.2 0.3
0.0 0.0 -0.1
0.1 0.0 -0.1
-0.2 0.0 -0.3
0.2 0.0 -0.2
0.0 0.2 0.0
0.7 -0.2 0.2
-0.4 -0.2 0.1
0.8 -0.4 0.2
0.0 0.3 0.0
-0.1 0.0 -0.2
1.4 -0.4 1.3
-0.3 0.1 -0.3
-0.1 0.1 -0.2
0.2 -0.2 -1.1
-0.2 -0.5 0.8
-1.2 -1.3 0.0
0.3 0.3 0.0
0.1 0.2 0.1
0.2 0.3 0.0
-1.0 1.3 0.6
0.1 -0.3 -0.1
0.1 -0.1 -0.4
0.1 0.0 0.1
-0.2 0.1 -0.2
0.0 -0.1 0.2
0.1 0.2 0.1
-0.1 0.1 -0.2
0.2 -0.1 -0.1
0.2 0.2 0.1
-0.1 -0.1 0.2
0.2 -0.2 0.0
-0.1 0.0 -0.2
0.1 -0.3 0.0
0.2 0.2 -0.1
-0.2 0.0 -0.3
-0.2 -0.1 0.1
0.2 0.2 0.0
0.1 -0.2 0.0
-0.1 -0.1 0.2
-0.2 0.0 -0.2
0.2 0.3 0.0
-0.2 0.1 -0.2
0.1 -0.2 -0.1
0.2 0.2 0.0
0.0 -0.1 0.6
0.2 -0.3 -0.3
-0.3 0.2 -0.1
-0.1 0.0 0.3
0.2 0.3 0.0
0.0 -0.2 -0.1

Here is what Mulliken gives for the atomic charges, in e: 0.004 -0.097 -0.048 -0.101 -1.196 0.158 -0.146 0.087 -0.005 -1.157 -0.154 0.871 0.084 -0.081 -0.094 -1.064 -0.228 0.359 0.454 0.407 -0.102 0.462 0.458 0.411 0.419 0.375 0.413 0.356 -0.855 0.413 0.344 -0.166 -1.086 0.380 -1.087 -0.895 0.605 0.296 0.069 -0.948 -0.974 -0.978 -0.045 -0.926 -1.134 -0.963 0.408 0.303 0.317 0.438 0.351 0.292 0.192 0.240 0.435 0.280 0.440 0.317 0.335 0.370 0.267 0.318 0.283 0.397 0.281 0.455 0.257 0.291 0.447 0.372 0.285 0.310 0.422

No. 2
# C19H41BaFNO14S4

A structure of composition C19H41BaFNO14S4 (ωB97M-V with the def2-TZVPD basis set, OMol25).

* calculated total energy: -3574.72911 a.u.
* relative energy (zero: lowest compared OMol25 entry of this formula, charge and spin): 0.0 kcal per mole
* HOMO-LUMO gap: 4.6 eV
* charge: -1
* HOMO level: -2.6 eV

Geometry (Å):
Ba 27.604 -24.552 1.628
F 27.996 -21.862 1.261
O 24.851 -23.964 1.754
C 24.212 -25.249 1.764
C 24.837 -26.532 1.121
O 26.225 -26.913 1.270
H 23.251 -25.111 1.269
H 23.931 -25.528 2.779
H 24.771 -26.373 0.045
H 24.178 -27.395 1.215
O 31.829 -21.869 2.383
S 30.838 -22.345 3.323
O 29.887 -23.403 2.965
O 31.696 -22.777 4.653
C 31.191 -23.771 5.508
C 31.923 -23.701 6.855
C 29.856 -20.999 3.982
H 31.449 -24.778 5.180
H 30.105 -23.731 5.595
H 32.986 -23.826 6.645
H 31.509 -24.468 7.510
H 31.746 -22.695 7.235
H 30.457 -20.091 4.026
H 29.484 -21.255 4.974
H 29.027 -20.826 3.296
O 27.286 -24.587 -1.137
S 27.468 -25.068 -2.521
O 26.332 -25.092 -3.460
O 28.744 -24.217 -3.258
C 28.967 -24.605 -4.601
C 30.214 -23.803 -5.129
C 28.256 -26.751 -2.325
H 28.108 -24.437 -5.251
H 29.123 -25.682 -4.660
H 30.020 -22.733 -5.203
H 30.474 -24.254 -6.087
H 31.135 -24.021 -4.588
H 27.597 -27.314 -1.664
H 29.248 -26.698 -1.875
H 28.269 -27.236 -3.301
O 27.235 -24.080 4.380
S 26.687 -23.538 5.629
O 26.107 -24.394 6.688
O 27.870 -22.491 6.262
C 27.608 -22.056 7.617
C 28.481 -20.888 7.951
C 25.485 -22.136 5.245
H 27.749 -22.868 8.330
H 26.559 -21.789 7.743
H 28.313 -20.108 7.209
H 29.534 -21.142 8.067
H 28.087 -20.620 8.931
H 25.978 -21.285 4.775
H 25.064 -21.740 6.170
H 24.747 -22.597 4.589
O 29.103 -26.121 3.503
S 29.084 -27.108 4.625
O 30.028 -28.275 4.622
O 29.389 -26.314 6.055
C 29.460 -27.062 7.237
C 29.151 -26.102 8.412
C 27.306 -27.607 4.827
H 30.453 -27.488 7.378
H 28.778 -27.913 7.260
H 29.752 -25.193 8.392
H 29.223 -26.690 9.327
H 28.102 -25.841 8.271
H 26.770 -26.659 4.844
H 27.167 -28.258 5.691
H 27.052 -28.172 3.930
N 29.941 -25.205 0.492
C 30.742 -26.233 0.916
C 32.071 -26.478 0.431
C 32.482 -25.683 -0.615
C 31.724 -24.658 -1.046
C 30.451 -24.439 -0.497
H 30.304 -26.866 1.674
H 32.661 -27.332 0.732
H 33.430 -25.865 -1.098
H 32.065 -24.043 -1.865
H 29.803 -23.638 -0.819

Forces on the atoms, in the same order (eV/Å):
-2.5 1.1 0.1
0.2 -0.6 0.3
0.8 -2.2 0.1
0.7 1.2 0.4
2.0 0.4 -1.7
-0.7 1.1 1.2
-0.6 -0.4 -0.5
0.0 -0.2 0.9
-0.4 0.5 -0.7
-0.5 -0.3 0.9
-0.9 -0.5 1.1
-1.2 -0.6 -0.6
2.2 1.3 0.9
0.0 0.6 -1.2
0.0 -1.6 1.0
-0.7 1.0 -1.0
0.3 0.3 -0.2
-0.3 0.1 -0.9
0.0 0.2 0.1
0.0 -0.1 0.4
0.3 0.1 0.0
0.2 -0.1 0.5
0.2 -0.2 0.0
0.1 -0.2 -0.2
-0.1 -0.4 -0.3
0.7 -0.3 -3.6
-0.4 -0.2 1.2
2.4 0.0 1.7
-1.9 -0.8 1.5
1.3 0.6 -1.0
-0.7 -1.5 0.1
-0.9 0.6 -0.5
-0.2 0.4 0.2
0.4 -0.1 0.1
0.1 -0.2 0.0
-0.4 0.4 -0.5
-0.3 0.3 0.7
-0.2 0.3 0.1
-0.1 0.4 -0.1
0.1 0.1 0.0
-0.8 0.8 3.2
-0.7 1.6 -0.5
1.6 1.5 -2.0
-0.9 -1.8 0.0
-0.2 -0.8 -0.2
-0.4 -0.2 0.2
0.5 -1.1 0.1
0.3 -0.3 -0.2
-0.1 0.2 -0.3
0.2 0.2 0.2
0.0 0.0 -0.3
0.3 0.7 0.1
0.4 -0.6 -0.4
-0.1 -0.6 0.1
-0.1 0.1 -0.1
0.5 -2.5 3.4
0.7 -0.7 -1.1
-2.4 2.7 -0.2
-0.6 0.3 -2.5
0.6 -0.1 1.7
-0.8 -1.0 -1.1
1.4 0.1 -0.4
0.2 0.0 -0.3
-0.3 0.1 -0.2
0.1 -0.3 0.2
0.3 0.3 0.2
-0.1 0.4 0.2
-0.1 -0.2 0.1
0.2 0.3 0.1
0.1 0.3 -0.3
2.7 -1.4 -1.0
0.9 0.6 -0.6
-2.5 0.1 0.2
1.4 -0.9 0.4
-1.8 1.4 -0.7
0.2 -0.4 0.8
0.1 0.0 0.1
-0.1 0.0 0.3
0.2 -0.1 0.0
-0.1 0.2 0.0
0.1 0.2 -0.1

Here is what Mulliken gives for the atomic charges, in e: 1.636 -0.938 -0.937 -0.414 -0.629 -0.831 0.315 0.133 0.184 0.331 -0.750 1.057 -0.080 -0.500 0.786 -1.566 -0.552 0.093 -0.098 0.408 0.258 0.350 0.401 -0.077 0.238 -0.442 0.861 -0.628 -0.173 -0.284 -1.218 -0.909 0.341 0.282 0.302 0.415 0.274 0.328 0.229 0.449 0.297 0.754 -0.662 -0.253 -0.222 -1.309 -1.073 0.204 0.405 0.329 0.205 0.453 0.310 0.394 0.381 -0.166 1.011 -0.742 -0.190 -0.351 -0.968 -0.876 0.214 0.422 0.154 0.445 0.227 0.117 0.414 0.415 0.819 -0.642 -0.950 -0.199 -0.833 -0.679 0.573 0.442 0.399 0.452 0.638

No. 3
# C19H41F6N7O6P3S

A cluster of 3 separate species, C19H41F6N7O6P3S in total (ωB97M-V with the def2-TZVPD basis set, OMol25).

* calculated total energy: -3604.15486 a.u.
* HOMO-LUMO gap: 4.7 eV
* charge: +1
* HOMO level: -9.2 eV

Geometry (Å):
C -0.830 -4.755 -3.361
C -0.353 -3.751 -3.779
S 0.220 -2.255 -4.475
C -1.321 -1.495 -5.281
O -1.878 -2.217 -5.994
C -1.789 -0.012 -5.094
F -0.721 0.782 -4.926
F -2.285 0.341 -6.285
C -2.907 0.320 -4.028
F -4.033 0.609 -4.686
F -2.547 1.447 -3.406
C -3.274 -0.721 -2.938
F -3.859 0.000 -1.949
F -2.213 -1.325 -2.347
C -4.370 -1.757 -3.354
O -4.483 -2.199 -4.450
O -5.214 -2.076 -2.370
P 1.023 -0.980 -2.864
N 0.849 -1.792 -1.394
O 2.647 -0.860 -3.049
H -1.517 -5.563 -3.160
H -5.907 -2.657 -2.721
H 0.598 -1.134 -0.643
H 0.095 -2.473 -1.418
H 2.825 -0.532 -3.946
O 4.325 1.929 -1.684
P 4.578 2.443 -0.270
N 3.160 1.726 0.415
C 1.997 2.284 1.062
C 3.164 0.275 0.489
N 4.517 4.118 -0.709
C 3.410 5.033 -0.465
C 5.107 4.422 -2.017
N 5.221 2.905 1.308
C 6.212 1.954 1.822
C 4.571 3.579 2.400
H 1.972 2.027 2.132
H 1.074 1.883 0.620
H 1.921 3.364 0.993
H 3.652 -0.075 1.409
H 3.696 -0.163 -0.360
H 2.151 -0.134 0.464
H 2.433 4.550 -0.560
H 3.401 5.853 -1.184
H 3.497 5.527 0.506
H 4.397 4.254 -2.836
H 5.988 3.808 -2.203
H 5.436 5.463 -2.054
H 5.737 1.109 2.342
H 6.904 2.443 2.514
H 6.816 1.547 1.005
H 4.155 2.873 3.132
H 3.769 4.247 2.103
H 5.305 4.203 2.920
O -0.782 -1.080 1.278
P -2.150 -1.585 1.753
N -2.501 -0.209 2.722
C -2.740 -0.047 4.140
C -2.742 1.030 1.994
N -1.522 -2.995 2.535
C -1.352 -3.180 3.973
C -0.398 -3.628 1.841
N -3.784 -2.245 1.925
C -4.636 -1.927 0.777
C -4.583 -2.430 3.109
H -3.786 0.231 4.336
H -2.116 0.754 4.551
H -2.530 -0.930 4.734
H -3.794 1.110 1.688
H -2.125 1.088 1.093
H -2.491 1.906 2.596
H -1.053 -2.261 4.483
H -0.569 -3.905 4.194
H -2.247 -3.598 4.438
H 0.559 -3.152 2.089
H -0.527 -3.581 0.759
H -0.334 -4.686 2.102
H -5.096 -0.933 0.875
H -5.430 -2.668 0.655
H -4.052 -1.934 -0.148
H -5.253 -1.580 3.292
H -4.012 -2.594 4.016
H -5.204 -3.321 2.978

Forces on the atoms, in the same order (eV/Å):
-1.5 -1.0 0.1
0.8 2.4 -1.5
0.5 -2.6 0.6
-0.7 0.5 0.8
-0.4 -0.8 -0.6
0.6 0.8 -0.9
0.2 -0.4 0.7
-0.2 -0.5 -0.1
0.0 0.3 0.1
-0.2 -0.4 -0.1
0.6 -0.2 0.1
-1.7 0.0 1.6
0.2 0.2 -0.2
0.4 -0.1 -0.8
-0.6 -0.5 0.1
0.7 0.0 -1.0
0.7 0.6 0.5
0.7 3.4 1.8
-0.2 -0.3 -1.0
-1.3 -1.5 -0.3
0.7 0.0 0.3
0.1 0.0 -0.2
0.1 -0.1 -0.1
0.2 -0.3 0.1
0.4 0.4 0.3
3.6 -2.0 0.9
-6.4 4.6 0.6
-0.7 -0.4 -0.4
0.1 0.2 0.6
0.5 0.0 -0.2
0.1 0.8 -0.6
-0.2 -0.1 0.5
0.0 -0.4 -0.2
3.9 -2.4 -1.2
-0.1 -0.1 -0.1
-0.8 0.1 0.0
-0.1 0.0 0.0
0.1 -0.1 -0.1
0.2 0.0 -0.1
-0.2 -0.2 0.0
0.0 0.1 0.0
-0.1 0.2 0.1
0.0 0.1 0.1
0.3 -0.2 -0.2
-0.2 -0.1 0.1
0.1 0.0 -0.1
-0.1 0.0 0.0
-0.1 0.0 0.2
0.1 0.0 0.1
-0.1 0.0 0.0
0.0 0.0 0.0
0.0 -0.1 -0.1
0.0 -0.1 -0.2
0.1 -0.1 -0.1
-2.0 -0.3 -4.0
1.4 -0.2 8.0
0.6 0.6 0.1
-0.5 -0.1 0.2
0.0 -0.2 -0.4
0.7 -0.8 0.1
-0.4 0.2 0.3
0.1 0.4 -0.1
-0.1 -0.2 -4.8
0.1 0.1 0.2
0.3 0.3 0.7
0.0 0.0 0.1
0.1 0.0 -0.1
0.0 -0.1 -0.2
0.0 0.2 0.0
0.0 -0.1 0.0
0.0 -0.1 0.1
0.0 0.0 0.1
0.1 0.0 -0.3
-0.1 0.2 0.1
0.1 0.0 -0.1
0.0 0.0 0.0
-0.2 0.0 0.1
-0.2 0.0 -0.1
0.0 0.0 0.1
0.0 0.0 0.1
0.1 0.1 0.0
0.2 0.1 -0.1
0.1 0.0 -0.2

Here is what Mulliken gives for the atomic charges, in e: 0.787 -0.997 -0.057 0.042 -0.256 1.031 -0.219 -0.250 0.655 -0.281 -0.263 0.647 -0.263 -0.024 0.092 -0.494 -0.341 0.458 -0.353 -0.345 0.397 0.373 0.152 0.164 0.340 -0.763 0.818 0.258 -1.080 -0.290 0.131 -1.028 -1.089 0.064 -1.070 -0.951 0.347 0.298 0.295 0.218 0.358 -0.456 0.286 0.440 0.271 0.319 0.333 0.419 0.321 0.349 0.344 0.339 0.262 0.308 -0.734 0.701 0.283 -1.120 -1.067 0.188 -1.079 -0.830 0.108 -0.797 -1.006 0.365 0.316 0.326 0.244 0.222 0.397 0.330 0.456 0.271 0.335 -0.001 0.478 0.310 0.436 -0.114 0.333 0.309 0.293